ORCA calculation (ωB97M-V/def2-TZVPD) on a cluster of 2 separate species, CH5PS in total.

Output
- Energy relative to the best compared isomer or geometry (same formula, charge and spin): 288.4 kJ/mol
- HOMO energy (alpha / beta): -9.680 / -8.465 eV

```
! RIJCOSX wB97M-V def2-TZVPD def2/J DEFGRID3
* xyz 0 1
C -0.14 0.15 0.89
P 1.48 -0.38 0.36
S 0.60 2.63 -1.22
H -0.34 1.19 1.15
H -0.32 -0.20 1.93
H -1.02 -0.14 0.41
H 2.22 0.28 1.28
H 1.50 3.23 -0.39
*
```

Atomic partial charges in e from the Löwdin method, atoms 1 to 4: C -0.5764; P 0.7547; S 0.2716; H 0.0019



ORCA calculation (ωB97M-V/def2-TZVPD) on the molecule C5H5F.

Output
- Energy relative to the best compared isomer or geometry (same formula, charge and spin): 381.8 kJ/mol
- HOMO energy: -9.471 eV
- Structure (SMILES): C#CC/C=C\F

```
! RIJCOSX wB97M-V def2-TZVPD def2/J DEFGRID3
* xyz 0 1
C 2.55 0.07 -0.46
C 1.38 -0.36 -0.38
C 0.07 -0.86 0.35
C -0.65 0.42 0.37
C -1.89 0.53 -0.10
F -2.47 -0.56 -0.49
H 3.51 0.92 -0.25
H 0.43 -1.54 1.25
H -0.31 -1.55 -0.48
H -0.12 1.34 0.60
H -2.51 1.59 -0.41
*
```

Atomic partial charges in e from the Löwdin method, atoms 1 to 4: C 0.0178; C -0.1785; C -0.1920; C -0.1691



ORCA calculation (ωB97M-V/def2-TZVPD) on the molecule C5H10O2.

Output
- Energy relative to the best compared isomer or geometry (same formula, charge and spin): 270.6 kJ/mol
- HOMO energy: -9.298 eV
- Structure (SMILES): CO[C@H]1C[C@H]1CO

```
! RIJCOSX wB97M-V def2-TZVPD def2/J DEFGRID3
* xyz 0 1
C -0.92 -0.77 -1.97
O -1.16 -0.31 -0.67
C -0.42 0.80 -0.25
C -0.84 1.24 1.12
C 0.55 0.71 0.90
C 1.02 -0.65 1.31
O 2.20 -1.00 0.60
H 0.13 -1.08 -2.10
H -1.16 -0.02 -2.74
H -1.57 -1.63 -2.12
H -0.07 1.44 -1.06
H -1.01 2.29 1.38
H -1.52 0.55 1.61
H 1.31 1.48 0.86
H 1.27 -0.71 2.37
H 0.19 -1.34 1.09
H 2.00 -0.99 -0.35
*
```

Atomic partial charges in e from the Löwdin method, atoms 1 to 4: C -0.1021; O -0.1535; C -0.3067; C -0.0351



ORCA calculation (ωB97M-V/def2-TZVPD) on the ion C17H28N3 with charge +1.

Output
- Energy relative to the best compared isomer or geometry (same formula, charge and spin): 7.1 kJ/mol
- HOMO energy: -12.151 eV
- Structure (SMILES): c1cc(CN2CC[NH+](C3CCCCCC3)CC2)ccn1

```
! RIJCOSX wB97M-V def2-TZVPD def2/J DEFGRID3
* xyz 1 1
C 1.88 2.60 0.91
C 2.53 1.37 1.01
C 2.64 0.58 -0.13
C 3.32 -0.78 -0.07
N 2.43 -1.92 0.05
C 1.67 -2.34 -1.11
C 0.15 -2.09 -0.93
N -0.07 -0.92 -0.06
C -1.47 -0.36 -0.14
C -1.48 1.06 0.44
C -2.88 1.64 0.64
C -3.90 1.30 -0.44
C -4.64 -0.01 -0.16
C -3.81 -1.28 -0.32
C -2.51 -1.29 0.49
C 0.40 -1.23 1.32
C 1.69 -2.09 1.26
C 2.09 1.07 -1.31
C 1.46 2.31 -1.30
N 1.34 3.04 -0.21
H 1.78 3.25 1.77
H 2.97 1.06 1.95
H 3.99 -0.81 0.79
H 3.92 -0.92 -0.97
H 1.82 -3.41 -1.27
H 2.04 -1.82 -1.99
H -0.32 -2.96 -0.48
H -0.32 -1.91 -1.90
H 0.56 -0.17 -0.42
H -1.68 -0.29 -1.21
H -0.97 1.09 1.40
H -0.93 1.71 -0.25
H -3.28 1.32 1.61
H -2.77 2.73 0.70
H -4.65 2.09 -0.47
H -3.43 1.27 -1.42
H -5.04 0.03 0.86
H -5.50 -0.08 -0.83
H -4.42 -2.13 0.00
H -3.58 -1.43 -1.38
H -2.72 -1.00 1.51
H -2.14 -2.32 0.49
H -0.38 -1.76 1.85
H 0.60 -0.29 1.84
H 1.43 -3.15 1.35
H 2.33 -1.84 2.11
H 2.19 0.52 -2.24
H 1.04 2.73 -2.20
*
```

Atomic partial charges in e from the Löwdin method, atoms 1 to 4: C -0.1200; C -0.0182; C -0.2125; C -0.1168



ORCA calculation (ωB97M-V/def2-TZVPD) on the ion C5H5N2 with charge +1.

Output
- Energy relative to the best compared isomer or geometry (same formula, charge and spin): 390.8 kJ/mol
- HOMO energy: -14.331 eV

```
! RIJCOSX wB97M-V def2-TZVPD def2/J DEFGRID3
* xyz 1 1
C -2.45 0.31 0.78
C -1.26 -0.34 -1.06
C -0.28 0.53 0.87
C 0.93 0.25 0.37
C 2.32 0.02 0.10
N -2.43 -0.19 -0.29
N -0.17 0.10 -0.49
H -3.16 0.37 1.65
H -1.27 -0.92 -1.91
H 2.33 -1.11 0.12
H 2.52 0.36 -0.99
H 2.91 0.63 0.85
*
```

Atomic partial charges in e from the Löwdin method, atoms 1 to 4: C 0.1697; C -0.0478; C 0.1973; C -0.1664



ORCA calculation (ωB97M-V/def2-TZVPD) on the molecule C6H9BClNO3.

Output
- Energy relative to the best compared isomer or geometry (same formula, charge and spin): 0.0 kJ/mol
- HOMO energy: -8.514 eV
- Structure (SMILES): COC1=C[C@H](Cl)C=CN1B(O)O

```
! RIJCOSX wB97M-V def2-TZVPD def2/J DEFGRID3
* xyz 0 1
C -2.34 -1.01 1.09
O -0.99 -1.08 0.96
C -0.43 -0.36 -0.04
C -1.15 0.40 -0.86
C -0.53 1.29 -1.89
Cl -0.65 0.38 -3.63
C 0.89 1.57 -1.52
C 1.50 0.88 -0.54
N 0.92 -0.12 0.17
B 1.78 -0.56 1.26
O 1.56 -1.76 1.96
O 2.89 0.17 1.63
H -2.64 0.00 0.95
H -2.65 -1.28 2.01
H -2.78 -1.55 0.32
H -2.23 0.21 -1.02
H -1.11 2.18 -2.13
H 1.46 2.11 -2.25
H 2.60 1.04 -0.46
H 0.64 -2.14 1.78
H 3.27 -0.38 2.22
*
```

Atomic partial charges in e from the Löwdin method, atoms 1 to 4: C -0.0743; O -0.0475; C -0.2499; C -0.0682



ORCA calculation (ωB97M-V/def2-TZVPD) on a cluster of 2 separate species, C6H14NOP in total.

Output
- Energy relative to the best compared isomer or geometry (same formula, charge and spin): 158.4 kJ/mol
- HOMO energy: -8.499 eV
- Structure (SMILES): C[P@H](=N)O.C=CC(=C)C

```
! RIJCOSX wB97M-V def2-TZVPD def2/J DEFGRID3
* xyz 0 1
C -1.57 1.83 2.35
P -0.86 1.79 0.73
N 0.60 1.33 0.55
O -0.95 3.20 -0.07
H -1.77 0.77 2.79
H -2.55 2.32 2.40
H -0.73 2.19 2.92
H -1.92 1.15 0.16
H 0.83 0.47 1.17
H 0.03 3.39 -0.02
C 0.32 -0.16 -2.46
C 1.23 -0.57 -1.53
C 1.04 -1.59 -0.55
C 1.82 -1.81 0.48
C -0.20 -2.43 -0.83
H -0.74 -0.53 -2.60
H 0.52 0.50 -3.21
H 2.24 -0.30 -1.61
H 2.65 -1.10 0.80
H 1.65 -2.55 1.21
H -0.99 -1.74 -0.92
H -0.20 -2.98 -1.69
H -0.44 -3.18 -0.06
*
```

Atomic partial charges in e from the Löwdin method, atoms 1 to 4: C -0.2388; P 0.4741; N -0.2122; O -0.2314



ORCA calculation (ωB97M-V/def2-TZVPD) on a cluster of 2 separate species, C11H19N4O5 in total.

Output
- Energy relative to the best compared isomer or geometry (same formula, charge and spin): 0.0 kJ/mol
- HOMO energy: -3.195 eV

```
! RIJCOSX wB97M-V def2-TZVPD def2/J DEFGRID3
* xyz -1 1
C 5.21 -2.16 0.41
O 3.93 -1.49 0.44
C 2.89 -2.34 0.26
N 1.69 -1.53 0.25
N 0.62 -2.22 0.14
C -0.54 -1.52 0.13
C -1.71 -2.41 -0.20
C -0.60 -0.15 0.41
C -1.82 0.44 0.98
O -2.95 -0.07 0.76
N -1.73 1.59 1.75
C -2.95 2.27 2.13
C -0.57 1.98 2.53
O 2.98 -3.55 0.13
H 5.94 -1.36 0.54
H 5.28 -2.89 1.22
H 5.34 -2.67 -0.55
H -2.65 -1.97 0.16
H -1.78 -2.60 -1.28
H -1.51 -3.37 0.31
H 0.35 0.32 0.66
H -3.81 1.81 1.63
H -3.09 2.23 3.22
H -2.87 3.33 1.84
H 0.20 1.19 2.54
H -0.14 2.91 2.13
H -0.89 2.18 3.57
C -0.68 2.26 -1.59
C -0.45 0.85 -1.94
C 0.81 0.31 -2.45
N -1.58 0.26 -2.48
O -1.47 -0.89 -3.00
O -2.68 0.85 -2.37
H 0.28 2.75 -1.38
H -1.17 2.78 -2.43
H -1.33 2.36 -0.70
H 1.64 0.98 -2.18
H 1.05 -0.69 -2.04
H 0.77 0.22 -3.55
*
```

Atomic partial charges in e from the Löwdin method, atoms 1 to 4: C -0.0672; O -0.0643; C -0.5447; N 0.0444



ORCA calculation (ωB97M-V/def2-TZVPD) on a cluster of 5 separate species, C8H27O5 in total.

Output
- Energy relative to the best compared isomer or geometry (same formula, charge and spin): 152.8 kJ/mol
- HOMO energy: -13.643 eV

```
! RIJCOSX wB97M-V def2-TZVPD def2/J DEFGRID3
* xyz 1 1
O 13.73 0.13 23.74
H 13.62 0.99 23.33
H 13.69 0.26 24.69
H 13.05 -0.44 23.39
C 14.13 -1.73 26.93
C 12.67 -1.40 26.70
C 12.01 -1.21 28.03
O 12.55 -0.21 26.02
H 14.20 -2.59 27.59
H 14.65 -0.93 27.46
H 14.70 -1.99 26.03
H 12.16 -2.17 26.13
H 10.96 -0.94 27.90
H 12.58 -0.41 28.50
H 12.05 -1.98 28.80
H 11.63 0.09 26.06
C 11.67 2.60 21.20
C 12.61 3.08 22.26
C 12.01 3.16 23.63
O 13.82 2.36 22.39
H 10.91 3.32 20.93
H 11.00 1.82 21.54
H 12.20 2.44 20.26
H 13.06 4.01 21.90
H 12.82 3.39 24.32
H 11.61 2.18 23.92
H 11.17 3.85 23.68
H 14.54 3.00 22.42
C 15.78 2.50 25.28
O 15.20 1.34 25.69
H 15.26 2.96 24.43
H 15.78 3.20 26.12
H 16.83 2.38 25.00
H 15.82 0.81 26.19
C 11.57 -0.93 21.44
O 11.40 -0.70 22.78
H 12.58 -0.80 21.05
H 11.31 -1.99 21.38
H 10.79 -0.44 20.85
H 10.52 -0.98 23.07
*
```

Atomic partial charges in e from the Löwdin method, atoms 1 to 4: O 0.2546; H 0.0680; H 0.0796; H 0.0935



ORCA calculation (ωB97M-V/def2-TZVPD) on a cluster of 10 separate species, C34H73FN11O27 in total.

Output
- HOMO energy: -12.196 eV

```
! RIJCOSX wB97M-V def2-TZVPD def2/J DEFGRID3
* xyz 1 1
C -3.61 -5.91 2.81
C -2.03 -5.97 2.43
C -1.91 -5.11 1.04
O -1.59 -3.75 1.44
C -2.01 -2.77 0.47
C -0.84 -1.71 0.03
C 0.51 -2.52 0.02
C 1.66 -2.19 -1.05
F 1.19 -2.67 1.30
C -1.29 -1.50 -1.53
C -0.78 -0.19 -2.24
O -1.65 0.03 -3.42
N -1.13 1.13 -4.05
O -0.89 0.89 -5.20
C -1.10 1.06 -1.24
O -2.51 1.26 -1.32
C -0.50 0.83 0.27
C -0.94 2.14 1.09
C -2.47 2.24 1.56
C -3.15 3.68 1.17
C -4.57 3.40 0.40
C -5.83 3.54 1.38
C -6.45 2.14 1.87
O -6.50 1.12 0.83
C -7.86 0.85 0.48
C -8.54 -0.60 0.63
O -8.60 1.77 0.01
C 1.09 0.88 0.03
C 1.81 2.27 0.46
C 3.38 2.14 0.04
O 3.88 2.87 -0.86
O 4.21 1.18 0.72
N -1.01 -0.48 0.87
C -0.84 -0.61 2.35
C 0.49 -0.17 3.07
C 0.10 0.11 4.63
O 0.35 1.52 4.96
H -3.84 -4.79 2.99
H -3.81 -6.50 3.77
H -4.28 -6.23 1.94
H -1.72 -7.07 2.24
H -1.46 -5.48 3.29
H -1.03 -5.54 0.44
H -2.93 -5.23 0.53
H -2.39 -3.38 -0.44
H -2.94 -2.25 0.89
H 0.23 -3.61 -0.26
H 2.29 -3.16 -1.11
H 1.31 -2.01 -2.11
H 2.40 -1.39 -0.75
H -0.93 -2.44 -2.10
H -2.44 -1.54 -1.62
H 0.29 -0.17 -2.63
H -0.51 1.97 -1.64
H -3.03 0.54 -0.91
H -0.35 2.30 2.07
H -0.80 3.02 0.36
H -3.17 1.45 1.12
H -2.55 2.18 2.71
H -3.29 4.33 2.10
H -2.52 4.28 0.43
H -4.56 2.43 -0.20
H -4.65 4.25 -0.38
H -5.51 4.11 2.32
H -6.65 4.09 0.78
H -5.89 1.75 2.81
H -7.52 2.37 2.24
H -8.02 -1.33 -0.08
H -9.65 -0.59 0.32
H -8.44 -1.01 1.70
H 1.43 0.73 -1.06
H 1.65 0.07 0.63
H 1.39 3.11 -0.19
H 1.76 2.47 1.58
H 3.89 1.12 1.66
H -2.05 -0.32 0.78
H -1.69 -0.02 2.87
H -1.02 -1.68 2.75
H 1.01 0.78 2.74
H 1.32 -0.97 3.15
H 0.79 -0.49 5.35
H -0.98 -0.20 4.88
H 0.53 1.55 5.93
C -0.13 -6.36 6.65
N -1.32 -6.05 5.83
O -2.10 -6.96 5.60
O -1.45 -4.89 5.46
H -0.15 -7.42 6.92
H 0.75 -6.13 6.05
H -0.17 -5.74 7.55
C 6.69 4.56 -0.25
N 7.80 5.44 0.18
O 7.83 5.78 1.35
O 8.61 5.77 -0.68
H 6.05 4.35 0.61
H 6.13 5.08 -1.03
H 7.13 3.64 -0.63
C 4.56 0.36 6.38
N 3.29 -0.39 6.53
O 2.85 -0.55 7.66
O 2.76 -0.81 5.50
H 4.91 0.66 7.36
H 5.28 -0.31 5.90
H 4.36 1.23 5.76
C 8.73 2.47 -4.12
N 8.58 2.05 -2.70
O 7.45 1.78 -2.31
O 9.60 1.99 -2.03
H 7.75 2.47 -4.59
H 9.16 3.47 -4.12
H 9.38 1.75 -4.61
C -2.46 3.11 -6.35
N -2.97 3.94 -7.48
O -4.07 3.67 -7.92
O -2.24 4.83 -7.88
H -3.20 2.36 -6.10
H -1.53 2.64 -6.69
H -2.28 3.77 -5.51
C 5.47 3.82 -6.54
N 6.72 3.64 -7.32
O 6.77 4.13 -8.43
O 7.62 3.00 -6.79
H 4.77 4.41 -7.13
H 5.07 2.83 -6.33
H 5.73 4.35 -5.62
C -7.47 -3.55 3.68
N -6.42 -4.19 2.83
O -6.48 -5.40 2.69
O -5.57 -3.45 2.35
H -8.15 -4.32 4.04
H -6.96 -3.06 4.51
H -7.99 -2.83 3.05
C -4.18 -0.05 -7.17
N -5.45 -0.81 -7.00
O -5.87 -0.96 -5.86
O -5.98 -1.23 -8.01
H -3.83 0.26 -6.19
H -3.46 -0.72 -7.64
H -4.40 0.81 -7.79
C 10.33 -0.97 -1.28
N 11.13 -2.22 -1.28
O 12.28 -2.16 -1.68
O 10.57 -3.23 -0.87
H 10.95 -0.16 -1.66
H 9.47 -1.14 -1.92
H 10.02 -0.77 -0.25
*
```

Atomic partial charges in e from the Löwdin method, atoms 1 to 4: C -0.1311; C -0.1784; C -0.1897; O -0.1937



ORCA calculation (ωB97M-V/def2-TZVPD) on the ion C6H9Cl2N2 with charge +1.

Output
- Energy relative to the best compared isomer or geometry (same formula, charge and spin): 46.0 kJ/mol
- HOMO energy: -14.561 eV
- Structure (SMILES): CC(C)=NC(Cl)=[N+]=C(C)Cl

```
! RIJCOSX wB97M-V def2-TZVPD def2/J DEFGRID3
* xyz 1 1
C -1.43 -2.21 -1.24
C -0.23 -1.67 -0.57
C 1.11 -1.83 -1.18
N -0.39 -1.08 0.53
C -0.16 -0.17 1.38
Cl -0.06 -0.45 3.08
N -0.27 1.12 0.86
C 0.44 2.14 1.16
C 0.13 3.46 0.61
Cl 1.80 2.10 2.17
H -2.31 -1.45 -1.24
H -1.06 -2.43 -2.25
H -1.99 -3.15 -0.88
H 1.23 -1.84 -2.19
H 1.37 -2.92 -0.79
H 1.80 -1.23 -0.65
H 0.69 4.26 1.01
H -0.95 3.86 0.60
H 0.27 3.49 -0.40
*
```

Atomic partial charges in e from the Löwdin method, atoms 1 to 4: C -0.0008; C -0.3068; C 0.0397; N 0.1674



ORCA calculation (ωB97M-V/def2-TZVPD) on a structure of composition C15H14ClF6IrN4O4PS.

Output
- Energy relative to the best compared isomer or geometry (same formula, charge and spin): 304.4 kJ/mol
- ⟨S²⟩: 0.770
- HOMO energy (alpha / beta): -15.561 / -15.561 eV

```
! RIJCOSX wB97M-V def2-TZVPD def2/J DEFGRID3
* xyz 2 2
Ir -0.26 -0.27 -0.55
O -4.22 4.30 -0.85
C -4.13 3.88 0.36
O -4.68 4.37 1.32
C -3.25 2.69 0.64
C -3.13 2.12 1.92
Cl -3.97 2.66 3.27
N -2.23 1.09 1.84
N -1.79 1.01 0.57
C -2.38 1.94 -0.16
C -2.01 2.01 -1.64
O -2.56 2.85 -2.32
O -1.13 1.17 -1.97
C -1.79 0.16 2.79
C -2.09 0.28 4.15
C -1.59 -0.64 5.05
C -0.81 -1.71 4.63
C -0.53 -1.85 3.27
C -1.04 -0.94 2.37
H -3.68 3.83 -1.56
H -2.71 1.09 4.50
H -1.81 -0.53 6.10
H -0.45 -2.44 5.33
H 0.06 -2.68 2.92
H -0.90 -1.11 1.30
C 1.88 1.12 -3.56
N 2.74 0.28 -2.79
C 3.72 -0.60 -3.39
C 4.35 -1.32 -2.20
N 3.69 -0.71 -1.07
C 2.76 0.16 -1.47
S 1.81 1.09 -0.36
H 1.73 0.66 -4.54
H 2.32 2.11 -3.71
H 0.91 1.24 -3.07
H 4.45 -0.02 -3.97
H 3.23 -1.29 -4.09
H 5.44 -1.19 -2.13
H 4.16 -2.40 -2.20
H 3.78 -1.06 -0.13
F -0.70 -2.67 -0.47
P 0.87 -3.18 -0.67
F 0.74 -4.18 0.53
F 0.97 -1.87 -1.80
F 0.50 -4.16 -1.81
F 1.25 -1.92 0.46
F 2.44 -3.34 -0.85
*
```

Atomic partial charges in e from the Löwdin method, atoms 1 to 4: Ir 1.2543; O 0.1932; C -0.4991; O 0.0870



| no. | E (hartree) |
| --- | --- |
| 1 | -780.5127 |
| 2 | -293.1966 |
| 3 | -346.9224 |
| 4 | -828.6129 |
| 5 | -302.5350 |
| 6 | -999.6345 |
| 7 | -708.2798 |
| 8 | -1025.6430 |
| 9 | -696.8917 |
| 10 | -4071.4754 |
| 11 | -1263.6077 |
| 12 | -3002.7249 |